[1]
C41H33N5O4PbS3 | the ωB97M-V functional and the def2-TZVPD basis

Atoms and positions in Å:
Pb  1.1408  -1.3520  0.1106
C  3.0050  -0.3854  3.5063
O  1.6240  -0.5142  3.1888
C  0.7738  0.4352  3.5804
C  1.1084  1.4729  4.4462
C  0.1511  2.3768  4.8759
C  -1.1703  2.2534  4.4602
C  -1.5124  1.2445  3.5802
C  -0.5538  0.3429  3.1037
N  -0.8678  -0.6048  2.1307
N  -2.0617  -0.7779  1.8300
C  -2.6194  -1.6637  1.0277
C  -1.9110  -2.8889  0.6172
O  -0.7556  -3.1283  0.9600
C  -2.6538  -3.7996  -0.2365
C  -3.8877  -3.5165  -0.6836
C  -4.5925  -2.3184  -0.2951
C  -5.8670  -2.0281  -0.7929
C  -6.5425  -0.8979  -0.3856
C  -5.9571  -0.0370  0.5431
C  -4.6880  -0.2831  1.0160
C  -3.9782  -1.4177  0.5977
H  3.1679  -0.4002  4.5869
H  3.4159  0.5336  3.0820
H  3.4843  -1.2429  3.0433
H  2.1304  1.5881  4.7753
H  0.4409  3.1759  5.5462
H  -1.9213  2.9491  4.8110
H  -2.5282  1.1444  3.2235
H  -2.1272  -4.6961  -0.5382
H  -4.3926  -4.1981  -1.3585
H  -6.3204  -2.7040  -1.5079
H  -7.5209  -0.6716  -0.7884
H  -6.5018  0.8309  0.8913
H  -4.2252  0.3964  1.7178
O  3.7628  -4.4756  -0.2069
C  3.7789  -3.2604  -0.0316
O  3.0592  -2.5728  0.7642
C  4.8153  -2.4844  -0.8466
C  6.0921  -3.0293  -0.8839
C  7.1167  -2.4261  -1.5956
C  6.8528  -1.2775  -2.3348
C  5.5851  -0.7394  -2.3401
C  4.5452  -1.3107  -1.5810
S  3.0127  -0.4864  -1.6889
H  6.2665  -3.9432  -0.3321
H  8.1138  -2.8463  -1.5804
H  7.6428  -0.8097  -2.9081
H  5.3611  0.1327  -2.9401
S  -2.6920  -0.6631  -3.0229
C  -2.7904  0.7347  -2.0010
C  -3.7480  1.7401  -2.0006
C  -3.6250  2.7489  -1.0628
C  -2.5707  2.7492  -0.1465
C  -1.6096  1.7568  -0.1574
C  -1.7118  0.7337  -1.0994
N  -0.8567  -0.3377  -1.2447
C  -1.2225  -1.1438  -2.1912
C  -0.5145  -2.3674  -2.5266
C  -0.8950  -3.1136  -3.6506
C  -0.2224  -4.2732  -3.9738
C  0.8082  -4.7174  -3.1558
C  1.1789  -3.9941  -2.0268
C  0.5442  -2.8021  -1.7115
H  -4.5608  1.7211  -2.7142
H  -4.3602  3.5429  -1.0407
H  -2.5036  3.5442  0.5868
H  -0.7894  1.7541  0.5483
H  -1.7144  -2.7645  -4.2706
H  -0.5024  -4.8361  -4.8550
H  1.3341  -5.6352  -3.3897
H  1.9650  -4.3828  -1.3959
C  2.4250  4.3098  -1.6210
N  1.5572  4.4597  -0.4828
C  1.0444  5.7628  -0.0913
C  0.2542  5.4557  1.1902
N  0.6769  4.0981  1.4887
C  1.4259  3.5524  0.5092
S  2.0752  2.0220  0.5381
H  1.9354  4.7013  -2.5136
H  2.6361  3.2515  -1.7571
H  3.3708  4.8405  -1.4708
H  0.4123  6.1861  -0.8732
H  1.8734  6.4556  0.0923
H  -0.8243  5.5034  1.0154
H  0.5057  6.1300  2.0090
H  0.3995  3.5880  2.3098

Computed properties:
**Highest occupied orbital energy (alpha / beta)**: -0.262 / -0.260 Eh
**Kohn-Sham gap (alpha / beta)**: 0.1918 / 0.1805 hartree
**LUMO (alpha / beta)**: -1.92 / -2.15 eV
**Energy relative to the best compared isomer or geometry (same formula, charge and spin)**: 20.5 kcal per mole
**Total charge**: 0

Here are the Löwdin charges for atoms 1 to 5, given in e:
1. Pb 1.2085
2. C -0.0537
3. O -0.1211
4. C -0.2563
5. C -0.0173

[2]
C41H34AsN5NiO2PS4 | the ωB97M-V functional and the def2-TZVPD basis

Atoms and positions in Å:
Ni  1.5814  -0.8717  -1.0349
S  1.3127  -2.9355  0.0821
C  2.8343  -3.1701  0.8826
C  3.0434  -4.3364  1.6215
C  4.2078  -4.5715  2.3438
C  4.3803  -5.8155  3.0253
N  4.5216  -6.8278  3.5584
C  5.2099  -3.5836  2.3539
C  5.0272  -2.4284  1.6057
C  3.8860  -2.2009  0.8259
S  3.8048  -0.7762  -0.1557
C  6.4004  -3.7523  3.1288
N  7.3573  -3.8844  3.7572
H  2.2587  -5.0823  1.6324
H  5.7974  -1.6677  1.6152
C  -1.5521  4.8636  -0.0562
C  -2.0202  4.2258  -1.3448
O  -1.0272  4.4310  -2.3550
P  -0.5928  3.2467  -3.3900
S  1.7207  1.1628  -2.4066
S  -0.2991  1.5662  -2.1291
O  -2.1342  2.9343  -3.9502
C  -2.4126  1.7427  -4.6673
C  -3.9167  1.5681  -4.7424
H  -2.3281  4.7795  0.7058
H  -1.3198  5.9181  -0.2129
H  -0.6588  4.3603  0.3119
H  -2.9572  4.6674  -1.6968
H  -2.1840  3.1558  -1.1898
H  -1.9448  0.8893  -4.1670
H  -1.9884  1.8160  -5.6767
H  -4.3525  1.7031  -3.7530
H  -4.1626  0.5651  -5.0936
H  -4.3679  2.2984  -5.4150
C  0.5612  -2.6321  -4.8013
C  1.0473  -1.8610  -3.7540
N  0.3700  -1.6985  -2.6134
C  -0.8179  -2.2675  -2.4920
C  -1.4083  -3.0458  -3.4901
C  -0.6692  -3.2445  -4.6587
C  -2.6918  -3.7188  -3.3336
C  -3.7596  -3.4630  -2.5560
C  -4.0996  -2.2721  -1.7801
C  -5.2717  -2.2546  -1.0125
C  -5.5953  -1.0796  -0.3729
N  -4.8410  0.0199  -0.4566
C  -3.7394  -0.1036  -1.1952
N  -3.3365  -1.1743  -1.8566
H  1.1443  -2.7460  -5.7053
H  2.0089  -1.3642  -3.8050
H  -1.3250  -2.1044  -1.5491
H  -1.0755  -3.8654  -5.4507
H  -2.7871  -4.6106  -3.9514
H  -4.5455  -4.2134  -2.5675
H  -5.8943  -3.1351  -0.9244
H  -6.4933  -1.0019  0.2331
H  -3.0965  0.7685  -1.2629
C  -3.1241  2.1296  2.9089
C  -1.9214  2.4451  3.5304
C  -0.7242  1.9787  3.0093
C  -0.7083  1.1959  1.8579
C  -1.9176  0.8821  1.2483
C  -3.1232  1.3420  1.7675
As  0.9548  0.4908  1.0049
C  1.7634  -0.1712  2.6514
C  1.5362  -1.3994  3.2513
C  2.2238  -1.7339  4.4106
C  3.1392  -0.8449  4.9601
C  3.3732  0.3825  4.3588
C  2.6837  0.7271  3.2016
C  2.8212  1.9955  2.4599
C  3.6491  3.0553  2.8151
C  3.6708  4.2034  2.0377
C  2.8769  4.2957  0.9003
C  2.0555  3.2374  0.5340
C  2.0219  2.0943  1.3163
H  -4.0587  2.4979  3.3155
H  -1.9185  3.0554  4.4263
H  0.2110  2.2256  3.5021
H  -1.9022  0.2707  0.3501
H  -4.0576  1.0820  1.2858
H  0.8588  -2.1061  2.7880
H  2.0610  -2.6979  4.8765
H  3.6843  -1.1161  5.8559
H  4.1024  1.0604  4.7863
H  4.2774  2.9879  3.6950
H  4.3159  5.0287  2.3169
H  2.9040  5.1902  0.2901
H  1.4622  3.2934  -0.3700

Computed properties:
**Highest occupied orbital energy (alpha / beta)**: -0.042 / -0.031 Eh
**Spin multiplicity**: 2
**Kohn-Sham gap (alpha / beta)**: 0.1596 / 0.1484 hartree
**LUMO (alpha / beta)**: 3.21 / 3.20 eV
**Energy relative to the best compared isomer or geometry (same formula, charge and spin)**: 39.7 kcal per mole
**Total charge**: -2

Here are the Löwdin charges for atoms 1 to 5, given in e:
1. Ni -0.4903
2. S 0.5679
3. C -0.7061
4. C -0.0976
5. C -0.2271